Record 1
Molecular formula: C14H8CrN5O17
Method: DFT, the ωB97M-V functional and the def2-TZVPD basis

Geometry as XYZ:
```
45
C14H8CrN5O17 (the ωB97M-V functional and the def2-TZVPD basis)
Cr 0.038 0.187 2.605
N 2.728 0.527 2.831
O 1.950 0.570 3.793
O 2.077 0.281 1.793
O 3.944 0.640 2.917
N -0.429 3.459 1.780
O -0.041 2.269 2.050
O -1.417 3.870 2.410
O 0.060 4.095 0.855
N -1.335 1.466 5.342
O -2.275 2.155 4.937
O -1.027 1.304 6.512
O -0.688 0.924 4.353
N -3.087 0.486 1.678
O -1.915 0.086 1.993
O -3.827 -0.237 0.999
O -3.409 1.582 2.115
N -0.078 -2.564 3.264
O 0.509 -1.833 2.430
O 0.005 -3.764 3.398
O -0.720 -1.808 4.029
C -0.206 -3.906 -0.977
C 0.112 -4.279 -2.315
C 0.225 -3.340 -3.306
C 0.144 -1.965 -3.027
C -0.068 -1.619 -1.666
C -0.231 -2.569 -0.665
C 0.167 -0.198 -1.183
O 0.064 0.060 -0.010
C 0.553 0.790 -2.235
C 0.589 2.141 -1.872
C 0.841 3.123 -2.780
C 1.079 2.808 -4.097
C 0.855 1.478 -4.512
C 0.618 0.462 -3.591
C 0.395 -0.954 -4.037
O 0.590 -1.279 -5.194
H -0.530 -4.645 -0.259
H 0.136 -5.307 -2.653
H 0.317 -3.729 -4.310
H -0.516 -2.241 0.324
H 0.461 2.574 -0.885
H 1.078 4.118 -2.423
H 1.262 3.556 -4.856
H 1.004 1.227 -5.554
```

Computed properties:
Spin multiplicity: 4
E_HOMO (spin up / spin down), eV: -3.360 / -3.331
Expectation value of S²: 3.782
Kohn-Sham gap (spin up / spin down), eV: 6.2 / 6.2
E_LUMO (spin up / spin down), eV: 2.868 / 2.873
Net charge: -2

---

Record 2
Molecular formula: C4H8IN2
Method: DFT, the ωB97M-V functional and the def2-TZVPD basis

Geometry as XYZ:
```
15
C4H8IN2 (the ωB97M-V functional and the def2-TZVPD basis)
C 0.740 1.624 -0.517
C 0.191 0.086 1.181
C -0.556 -0.520 -0.054
C -0.259 -1.802 -0.530
N 0.228 0.674 -1.288
N 0.682 1.375 0.774
I -2.586 0.043 0.011
H 1.019 2.631 -0.905
H -0.517 0.277 2.080
H 1.042 -0.524 1.763
H 0.762 -2.050 -0.365
H -0.544 -1.863 -1.520
H -0.766 -2.722 -0.010
H -0.310 0.715 -2.147
H 0.877 2.056 1.527
```

Computed properties:
E_HOMO, eV: -13.799
Kohn-Sham gap, eV: 9.9
E_LUMO, eV: -3.852
Net charge: +1

---

Record 3
Molecular formula: C4H12
Method: DFT, the ωB97M-V functional and the def2-TZVPD basis

Geometry as XYZ:
```
16
C4H12 (the ωB97M-V functional and the def2-TZVPD basis)
C 1.737 1.462 0.492
C 2.451 0.198 0.923
H 2.336 2.072 -0.174
H 0.803 1.240 -0.024
H 1.539 2.095 1.360
H 2.625 -0.447 0.067
H 3.394 0.438 1.426
H 1.808 -0.369 1.584
C -1.497 -0.374 -0.765
C -2.706 -1.295 -0.611
H -1.734 0.454 -1.440
H -1.113 0.119 0.131
H -0.689 -0.948 -1.223
H -2.396 -2.226 -0.147
H -3.061 -1.544 -1.610
H -3.495 -0.876 0.009
```

Computed properties:
SMILES string: CC.CC
E_HOMO, eV: -11.783
Kohn-Sham gap, eV: 12.9
E_LUMO, eV: 1.115

---

Record 4
Molecular formula: C9H17FNO10P4
Method: DFT, the ωB97M-V functional and the def2-TZVPD basis

Geometry as XYZ:
```
42
C9H17FNO10P4 (the ωB97M-V functional and the def2-TZVPD basis)
C 2.512 -0.012 -0.991
C 1.588 -0.289 0.091
C 0.481 -1.444 0.119
P -0.340 -1.784 -1.547
P -1.509 -3.621 -1.332
P -3.571 -3.230 -0.745
O -4.431 -4.291 -1.484
O -3.835 -3.548 0.932
O -4.178 -1.713 -1.215
C 0.926 -2.142 -2.960
O 1.391 -1.210 -3.670
N 1.340 -3.551 -3.181
C 2.002 -4.099 -1.994
O 1.465 -5.017 -1.313
F 3.276 -3.667 -1.570
P -1.521 -0.053 -2.258
O -0.421 1.116 -2.884
O -2.313 0.708 -0.950
H 3.474 -0.646 -1.136
H 2.370 0.831 -1.765
H 1.698 0.361 1.038
H 0.879 -2.434 0.584
H -0.354 -1.088 0.842
H -0.911 -4.296 -0.194
H -3.318 -2.917 1.486
H -4.592 -1.831 -2.113
H 0.454 -4.065 -3.383
H -0.284 1.736 -2.116
H -3.239 0.872 -1.263
C 1.456 4.536 4.135
C 1.070 4.421 2.676
C -0.291 3.828 2.462
O -0.164 3.241 1.170
C 1.151 2.916 1.026
O 1.583 2.208 0.154
O 1.910 3.489 1.997
H 2.483 4.896 4.230
H 0.792 5.222 4.665
H 1.421 3.560 4.628
H 1.171 5.392 2.180
H -1.082 4.579 2.473
H -0.539 3.037 3.176
```

Computed properties:
E_HOMO, eV: -10.731
Kohn-Sham gap, eV: 5.6
E_LUMO, eV: -5.091
Net charge: +1

---

Record 5
Molecular formula: C19H27N3O4S2
Method: DFT, the ωB97M-V functional and the def2-TZVPD basis

Geometry as XYZ:
```
55
C19H27N3O4S2 (the ωB97M-V functional and the def2-TZVPD basis)
C -3.634 -3.992 1.858
O -3.598 -2.655 1.383
C -3.626 -2.508 0.051
O -3.673 -3.448 -0.713
C -3.587 -1.096 -0.318
C -3.501 -0.007 0.538
C -3.482 1.137 -0.262
S -3.292 2.811 0.265
O -3.416 3.645 -0.898
O -4.124 3.061 1.404
N -1.720 2.803 0.813
C -0.660 3.202 -0.083
C 0.451 2.147 -0.184
C -0.085 0.811 -0.694
C 1.041 -0.219 -0.765
N 1.623 -0.386 0.549
C 2.408 -1.581 0.723
C 3.599 -1.810 -0.245
C 4.681 -0.797 -0.107
C 5.496 -0.569 0.958
C 6.413 0.487 0.744
C 6.286 1.048 -0.483
S 5.047 0.294 -1.408
C 2.220 0.847 1.017
C 1.130 1.907 1.164
C -3.555 0.720 -1.574
N -3.619 -0.623 -1.606
C -3.710 -1.397 -2.816
H -3.614 -3.928 2.942
H -4.544 -4.492 1.519
H -2.770 -4.550 1.490
H -3.464 -0.041 1.607
H -1.650 3.124 1.762
H -0.225 4.159 0.227
H -1.127 3.345 -1.061
H 1.197 2.525 -0.892
H -0.534 0.935 -1.681
H -0.850 0.453 -0.005
H 0.639 -1.183 -1.090
H 1.788 0.116 -1.507
H 2.783 -1.583 1.749
H 1.729 -2.433 0.608
H 4.005 -2.801 -0.025
H 3.233 -1.816 -1.272
H 5.449 -1.137 1.870
H 7.132 0.809 1.475
H 6.843 1.856 -0.913
H 2.693 0.660 1.984
H 2.992 1.226 0.326
H 0.386 1.554 1.878
H 1.570 2.833 1.540
H -3.572 1.320 -2.462
H -3.741 -2.454 -2.563
H -2.845 -1.202 -3.451
H -4.615 -1.129 -3.365
```

Computed properties:
SMILES string: COC(=O)c1cc(S(=O)(=O)NCC2CCN(CCc3cccs3)CC2)cn1C
E_HOMO, eV: -8.160
Kohn-Sham gap, eV: 8.7
E_LUMO, eV: 0.562

---

Record 6
Molecular formula: C8H11BrN2OS
Method: DFT, the ωB97M-V functional and the def2-TZVPD basis

Geometry as XYZ:
```
24
C8H11BrN2OS (the ωB97M-V functional and the def2-TZVPD basis)
C -2.171 1.524 0.428
N -1.447 0.412 0.917
C -1.097 -0.556 0.191
C -0.574 -1.823 0.854
C -0.748 -3.064 0.233
C -1.429 -3.137 -1.083
Br -2.119 -4.860 -1.579
C -1.793 -2.038 -1.691
C -1.113 -0.772 -1.304
O 0.159 -0.872 -1.952
S 1.216 0.440 -1.993
N 2.399 -0.066 -0.961
C 2.289 0.107 0.476
H -2.690 1.417 -0.440
H -1.375 2.351 0.247
H -2.788 1.841 1.255
H -0.093 -2.010 1.882
H -0.341 -3.943 0.675
H -2.293 -2.099 -2.722
H -1.613 0.050 -1.671
H 2.943 -0.825 -1.161
H 1.295 -0.484 0.766
H 3.252 -0.066 0.939
H 2.096 1.197 0.615
```

Computed properties:
SMILES string: C/N=C1/C=CC(Br)=C[C@@H]1OSNC
E_HOMO, eV: -8.825
Kohn-Sham gap, eV: 8.5
E_LUMO, eV: -0.347

---

Record 7
Molecular formula: C2H5NOP2
Method: DFT, the ωB97M-V functional and the def2-TZVPD basis

Geometry as XYZ:
```
11
C2H5NOP2 (the ωB97M-V functional and the def2-TZVPD basis)
N 2.241 1.078 -0.093
C 1.196 0.733 0.173
C -0.079 0.111 0.529
O -0.177 -0.143 1.858
P -0.011 -1.744 -0.117
P -1.480 1.077 -0.428
H -0.817 0.271 2.359
H -0.321 -1.466 -1.436
H 1.467 -1.881 -0.298
H -0.585 1.782 -1.049
H -1.434 0.181 -1.498
```

Computed properties:
SMILES string: N#CC(O)(P)P
E_HOMO, eV: -9.739
Kohn-Sham gap, eV: 10.1
E_LUMO, eV: 0.342

---

Record 8
Molecular formula: C21H60GaNO7P
Method: DFT, the ωB97M-V functional and the def2-TZVPD basis

Geometry as XYZ:
```
91
C21H60GaNO7P (the ωB97M-V functional and the def2-TZVPD basis)
C -0.831 -5.224 -2.972
C -0.512 -6.717 -2.849
C 0.775 -7.018 -2.053
O 0.552 -7.495 -0.764
Ga -0.151 -6.371 0.554
P 1.402 -4.526 0.744
N 1.102 -3.413 1.872
H -0.390 -4.793 -3.877
H -1.904 -5.019 -2.994
H -0.426 -4.679 -2.116
H -0.441 -7.166 -3.847
H -1.326 -7.234 -2.331
H 1.372 -6.085 -2.037
H 1.383 -7.759 -2.592
H -1.538 -5.709 0.149
H -0.138 -7.155 1.923
H 2.727 -5.001 0.875
H 1.548 -3.922 -0.528
H 0.269 -3.697 2.379
C -0.078 -1.371 -1.189
C -1.067 -0.823 -0.174
C -0.639 0.559 0.302
O -1.231 -1.720 0.908
H 0.892 -1.492 -0.697
H -0.394 -2.348 -1.557
H 0.043 -0.693 -2.036
H -2.057 -0.737 -0.630
H 0.336 0.505 0.797
H -1.362 0.948 1.022
H -0.572 1.256 -0.534
H -0.352 -1.937 1.278
C -4.993 0.665 -1.449
C -4.063 1.867 -1.426
C -4.714 3.106 -2.017
O -2.836 1.571 -2.089
H -5.272 0.430 -2.480
H -4.505 -0.206 -1.013
H -5.910 0.867 -0.891
H -3.758 2.063 -0.394
H -4.979 2.936 -3.064
H -4.026 3.951 -1.968
H -5.627 3.369 -1.479
H -3.029 1.380 -3.013
C 3.277 -0.583 3.378
C 4.541 -1.255 2.866
C 4.755 -0.991 1.384
O 4.491 -2.652 3.148
H 2.413 -1.008 2.856
H 3.148 -0.761 4.445
H 3.295 0.496 3.209
H 5.408 -0.889 3.426
H 3.915 -1.395 0.811
H 5.668 -1.480 1.038
H 4.827 0.080 1.191
H 3.727 -2.975 2.650
C -1.003 2.245 5.786
C 0.014 1.647 4.827
C -0.570 0.517 3.999
O 1.182 1.214 5.523
H -1.354 1.479 6.483
H -0.560 3.059 6.360
H -1.871 2.628 5.246
H 0.384 2.432 4.161
H -0.908 -0.293 4.652
H 0.177 0.110 3.320
H -1.425 0.853 3.412
H 0.929 0.480 6.093
C 7.641 1.751 2.814
C 7.248 2.055 1.378
C 8.021 3.231 0.805
O 5.843 2.261 1.269
H 7.427 2.614 3.453
H 7.078 0.897 3.188
H 8.707 1.530 2.893
H 7.428 1.169 0.763
H 7.819 4.133 1.391
H 7.725 3.415 -0.227
H 9.096 3.046 0.834
H 5.602 3.026 1.803
C -7.071 5.876 -4.566
C -6.022 5.031 -5.269
C -5.989 5.282 -6.767
O -6.210 3.646 -4.985
H -8.066 5.637 -4.952
H -7.059 5.681 -3.494
H -6.893 6.940 -4.730
H -5.039 5.251 -4.844
H -6.956 5.029 -7.211
H -5.221 4.672 -7.240
H -5.785 6.332 -6.984
H -7.067 3.377 -5.333
```

Computed properties:
E_HOMO, eV: -4.923
Kohn-Sham gap, eV: 6.8
E_LUMO, eV: 1.906
Net charge: -1

---

| no. | strongest force on any atom (Eh/bohr) |
| --- | --- |
| 1 | 0.0920 |
| 2 | 0.0995 |
| 3 | 0.0115 |
| 4 | 0.1332 |
| 5 | 0.0174 |
| 6 | 0.0875 |
| 7 | 0.0636 |
| 8 | 0.0093 |